[1]
Entry from OMol25: a cluster of 2 separate species, C10H12N2S2 in total at a distorted geometry (wB97M-V/def2-TZVPD).

```
26
Properties=species:S:1:pos:R:3:lowdin_charge:R:1
C 3.0199 -1.1028 0.0946 -0.0296
C 3.2822 -1.0221 -1.2995 -0.0901
C 1.7621 -0.7617 0.5547 -0.0939
C 2.2753 -0.6930 -2.0642 -0.0915
C 0.7638 -0.2113 -0.2583 -0.3512
C -1.6598 -1.7411 0.4724 -0.7798
C -1.7516 2.3768 -0.2044 -0.2841
C -1.3510 1.0505 -0.7552 -0.2348
C -1.8346 2.2227 1.2944 -0.4553
C -0.5190 0.2802 0.2143 -0.5755
N 0.9715 -0.2982 -1.5752 0.1277
N -0.8323 -2.4709 1.1628 0.0518
S -3.1011 -1.8414 -0.2168 0.6766
S -0.5564 0.9906 1.7759 0.9289
H 3.7829 -1.2707 0.8526 0.1120
H 4.2202 -1.2386 -1.6656 0.0812
H 1.6772 -0.7016 1.5836 0.0639
H 2.1996 -0.7499 -3.1170 0.0939
H -1.0459 3.2132 -0.3074 0.1159
H -2.6656 2.7777 -0.5209 0.0935
H -2.3379 0.3968 -0.7522 0.0682
H -0.8726 1.1109 -1.7737 0.1272
H -1.6676 3.3182 1.7344 0.1162
H -2.8660 1.8201 1.7388 0.1120
H 0.2056 -2.1646 1.4205 0.1428
H -1.0990 -3.2898 1.6112 0.0741
```

The value obtained for the HOMO energy is -7.041 eV. For the LUMO energy, the calculation gives 0.0005 hartree. Its multiplicity is 1. Its energy above the lowest of the compared OMol25 structures with the same formula, charge and spin is 403.0 kJ/mol.

***

[2]
Entry from OMol25: the molecule C5H8N2 at a distorted geometry (wB97M-V/def2-TZVPD).

```
15
Properties=species:S:1:pos:R:3:lowdin_charge:R:1
C -2.3928 -0.3554 1.4087 -0.0808
N -1.3181 -0.2443 0.3647 -0.0247
C -0.2204 -0.9207 0.6078 -0.2308
C 0.8972 -0.6645 -0.1472 -0.1081
C 0.7549 0.5085 -0.9326 -0.4327
C 2.0374 1.1134 -1.5639 -0.0245
N -0.4401 1.0164 -0.9496 0.2436
H -2.0395 -0.9621 2.2664 0.0736
H -3.3022 -0.8588 1.0468 0.0725
H -2.6906 0.6088 1.8245 0.0709
H -0.1631 -1.5965 1.4599 0.1194
H 1.6917 -1.3711 -0.2934 0.0884
H 2.5886 0.3529 -2.1349 0.0782
H 2.7132 1.4110 -0.7450 0.0853
H 1.8901 1.9864 -2.2039 0.0695
```

The value obtained for the HOMO energy is -7.981 eV. For the LUMO energy, the calculation gives -0.0112 hartree. Its multiplicity is 1. Its energy above the lowest of the compared OMol25 structures with the same formula, charge and spin is 369.6 kJ/mol.

***

[3]
Entry from OMol25: the molecule C2H3N3O at a distorted geometry (wB97M-V/def2-TZVPD).

```
9
Properties=species:S:1:pos:R:3:lowdin_charge:R:1
O 0.0181 1.9312 1.1472 0.0555
C 0.1765 0.7888 0.4305 -0.4820
N -0.0999 -0.3562 0.9927 0.0799
N -0.1097 -1.2238 -0.0361 -0.0110
C 0.2617 -0.5561 -1.2036 -0.1556
N 0.4226 0.7253 -0.9397 0.1260
H -0.8963 1.9150 1.4785 0.1157
H -0.0861 -2.1790 0.3209 0.1498
H 0.3132 -1.0451 -2.1903 0.1217
```

The value obtained for the HOMO energy is -9.709 eV. Its SMILES is Oc1nc[nH]n1. For the LUMO energy, the calculation gives 0.0329 hartree. Its multiplicity is 1. Its energy above the lowest of the compared OMol25 structures with the same formula, charge and spin is 77.3 kJ/mol.